[1]
Entry from the OMol25 dataset: a molecular structure, C53H38NO8P3PtSTe (wB97M-V/def2-TZVPD).

For the LUMO energy, the calculation gives -1.540 eV. Its total energy is -122688.9752 eV. For the maximum force, the calculation gives 0.93 eV/A. The energy above the lowest of the compared OMol25 structures with the same formula, charge and spin is 0.0 kcal per mole.

Positions of all 106 atoms, in Å:
Pt -0.0452 -0.5146 -0.0139
O 4.0563 -5.4765 0.9540
C 3.3964 -4.4865 0.8376
C 3.5702 -3.1581 1.5794
O 4.3925 -2.9087 2.4281
C 2.5127 -2.2959 1.0715
C 1.6960 -2.9146 0.1507
O 0.6662 -2.4400 -0.4461
C 2.1741 -4.3092 -0.0732
O 1.6977 -5.1334 -0.8055
O 2.3630 -1.0349 1.5134
Te -2.6277 -0.7554 2.9681
C -1.9659 -0.8093 4.9702
C -1.5764 0.3644 5.6036
C -1.1946 0.3044 6.9359
N -1.2085 -0.8144 7.6562
C -1.6181 -1.9228 7.0485
C -2.0054 -1.9757 5.7153
C -0.9103 0.1268 2.1364
P -1.0958 1.2718 0.7603
C -2.8266 1.3175 0.2521
C -3.4284 0.1252 -0.1543
C -4.7403 0.1177 -0.5941
C -5.4565 1.3068 -0.6459
C -4.8599 2.4944 -0.2524
C -3.5472 2.5055 0.1990
C -0.6690 2.8644 1.5111
C 0.3458 3.7180 1.0989
C 0.5656 4.9011 1.7898
C -0.2244 5.2393 2.8769
C -1.2372 4.3860 3.2928
C -1.4525 3.1959 2.6193
P 0.8474 -0.4653 2.1970
C 1.6990 1.0415 2.7170
C 1.4291 1.5918 3.9643
C 2.0928 2.7372 4.3771
C 3.0194 3.3400 3.5395
C 3.2845 2.7965 2.2905
C 2.6306 1.6481 1.8775
C 0.8008 -1.8374 3.3646
C 1.6147 -1.8390 4.4924
C 1.7247 -2.9889 5.2595
C 1.0628 -4.1470 4.8779
C 0.2791 -4.1572 3.7321
C 0.1414 -3.0029 2.9767
H -1.5683 1.3109 5.0768
H -0.8725 1.2032 7.4513
H -1.6308 -2.8241 7.6518
H -2.3083 -2.9160 5.2780
H -2.8600 -0.7985 -0.1412
H -5.1982 -0.8115 -0.9080
H -6.4790 1.3065 -1.0007
H -5.4104 3.4243 -0.3051
H -3.0821 3.4395 0.4758
H 0.9457 3.4693 0.2391
H 1.3553 5.5653 1.4642
H -0.0536 6.1710 3.4011
H -1.8614 4.6468 4.1377
H -2.2460 2.5309 2.9453
H 0.7044 1.1243 4.6179
H 1.8861 3.1564 5.3534
H 3.5346 4.2363 3.8600
H 4.0016 3.2688 1.6318
H 2.8489 1.2208 0.9088
H 2.1860 -0.9585 4.7578
H 2.3545 -2.9858 6.1390
H 1.1740 -5.0499 5.4644
H -0.2133 -5.0677 3.4148
H -0.4457 -3.0217 2.0650
O -1.7288 4.2167 -1.7768
S -0.8973 3.2025 -2.3791
O 0.0818 3.6639 -3.3285
O -0.3247 2.2440 -1.3952
C -1.9849 2.1052 -3.2563
C -2.9748 2.6968 -4.0252
C -3.8385 1.9198 -4.7776
C -3.6938 0.5427 -4.7663
C -2.6967 -0.0485 -4.0047
C -1.8279 0.7169 -3.2215
P -0.4516 -0.1566 -2.3513
C 1.0808 0.3962 -3.1411
C 2.2862 0.1757 -2.4768
C 3.4857 0.5355 -3.0676
C 3.4872 1.1263 -4.3249
C 2.2903 1.3494 -4.9871
C 1.0880 0.9834 -4.3997
C -0.6348 -1.8844 -2.9153
C 0.3138 -2.5012 -3.7206
C 0.2309 -3.8635 -3.9809
C -0.7981 -4.6162 -3.4433
C -1.7574 -4.0053 -2.6453
C -1.6689 -2.6519 -2.3767
H -3.0606 3.7757 -4.0150
H -4.6127 2.3879 -5.3715
H -4.3506 -0.0843 -5.3549
H -2.6009 -1.1225 -4.0339
H 2.2918 -0.2831 -1.4929
H 4.4167 0.3581 -2.5450
H 4.4228 1.4179 -4.7842
H 2.2859 1.8209 -5.9607
H 0.1597 1.1725 -4.9233
H 1.1313 -1.9270 -4.1361
H 0.9868 -4.3378 -4.5928
H -0.8466 -5.6805 -3.6306
H -2.5615 -4.5900 -2.2175
H -2.4100 -2.1858 -1.7365

Cartesian forces (eV/Å) of the 2 atoms listed first:
-0.787 0.370 0.319
0.002 0.012 0.017


[2]
Entry from the OMol25 dataset: a molecular structure, C53H39AsCl3F12GaGeNP2S (wB97M-V/def2-TZVPD).

As for the net charge: +2. For the LUMO energy (spin up / spin down), the calculation gives -5.377 / -7.979 eV. The multiplicity is 2. Its total energy is -326398.4053 eV. For the maximum force, the calculation gives 0.60 eV/A. The energy above the lowest of the compared OMol25 structures with the same formula, charge and spin is 0.0 kcal per mole.

Positions of all 114 atoms, in Å:
Ga -0.3510 -0.1928 -0.2672
F -2.1260 -3.9100 4.4132
C -2.1069 -3.3462 3.2086
F -1.9995 -4.3204 2.2900
F -3.2881 -2.7308 3.0184
C -0.9704 -2.3585 3.0769
C -0.1004 -2.1039 4.1261
C 0.9259 -1.1753 3.9651
C 1.0416 -0.5270 2.7507
N 0.2062 -0.7667 1.7380
C -0.7809 -1.6629 1.8868
S -1.7593 -1.7975 0.4332
H -0.2280 -2.6251 5.0655
H 1.6155 -0.9587 4.7665
H 1.8285 0.1980 2.5748
Cl -1.3859 -0.2317 -2.6009
Ge -2.8701 -1.9618 -2.7208
Cl -2.9447 -2.4364 -4.7814
Cl -4.7123 -1.2196 -1.9648
C 3.1512 -0.2402 -0.1308
C 4.5145 -0.5751 -0.7140
As 5.8566 -0.2960 0.7307
C 5.3235 -1.7895 1.8803
C 5.7415 -1.7281 3.2090
C 5.4434 -2.7499 4.0977
C 4.7049 -3.8432 3.6734
C 4.2711 -3.9103 2.3559
C 4.5855 -2.8957 1.4655
C 7.3476 -1.0979 -0.2354
C 7.8933 -0.3562 -1.2817
C 8.9477 -0.8614 -2.0223
C 9.4737 -2.1086 -1.7145
C 8.9453 -2.8417 -0.6628
C 7.8807 -2.3432 0.0724
P 1.7820 -0.5675 -1.2789
C 1.8846 -2.3198 -1.7052
C 1.5278 -3.2333 -0.7111
C 1.6813 -4.5919 -0.9205
C 2.2016 -5.0504 -2.1222
C 2.5865 -4.1464 -3.1019
C 2.4368 -2.7840 -2.8962
C 2.0012 0.4621 -2.7475
C 1.5714 0.0902 -4.0215
C 1.7653 0.9414 -5.0952
C 2.3814 2.1709 -4.9129
C 2.8007 2.5559 -3.6483
C 2.6116 1.7083 -2.5702
H 3.1101 0.8001 0.1933
H 2.9389 -0.8618 0.7480
H 4.7804 0.0924 -1.5363
H 4.5698 -1.5993 -1.0848
H 6.3130 -0.8743 3.5574
H 5.7908 -2.6926 5.1198
H 4.4765 -4.6440 4.3630
H 3.7071 -4.7682 2.0146
H 4.2607 -2.9975 0.4347
H 7.5124 0.6343 -1.5104
H 9.3682 -0.2782 -2.8296
H 10.3018 -2.5025 -2.2866
H 9.3633 -3.8066 -0.4110
H 7.4800 -2.9273 0.8915
H 1.1503 -2.8919 0.2464
H 1.3974 -5.2898 -0.1458
H 2.3218 -6.1108 -2.2899
H 3.0196 -4.4990 -4.0266
H 2.7890 -2.0956 -3.6539
H 1.0719 -0.8563 -4.1847
H 1.4391 0.6404 -6.0801
H 2.5419 2.8250 -5.7585
H 3.2923 3.5076 -3.5013
H 2.9625 2.0200 -1.5956
F -5.5472 6.2699 -1.9053
C -5.8875 5.1100 -1.3249
F -6.6150 5.3965 -0.2368
F -6.6618 4.4320 -2.1774
C -4.6514 4.3259 -0.9415
C -3.7079 4.9410 -0.1254
C -2.5756 4.2517 0.2506
C -2.3677 2.9428 -0.2052
C -3.3279 2.3293 -1.0002
C -4.4732 3.0226 -1.3714
P -0.9020 2.0862 0.4181
C 0.5454 3.1125 0.0701
C 1.7541 2.8236 0.7061
C 2.8886 3.5542 0.4160
C 2.8265 4.5611 -0.5430
C 1.6349 4.8505 -1.1884
C 0.4925 4.1266 -0.8820
C 4.1008 5.2749 -0.9283
F 4.8649 5.5204 0.1403
F 3.8575 6.4289 -1.5512
F 4.8145 4.4967 -1.7702
C -1.1356 2.0041 2.2179
C -0.3825 2.7457 3.1285
C -0.5622 2.5469 4.4892
C -1.4907 1.6138 4.9341
C -2.2846 0.9202 4.0350
C -2.1086 1.1192 2.6782
C -1.5933 1.3488 6.4186
F -1.9080 2.4560 7.0943
F -0.4048 0.9100 6.8873
F -2.5059 0.4121 6.6984
H -3.8670 5.9547 0.2168
H -1.8554 4.7308 0.9022
H -3.2086 1.3096 -1.3231
H -5.2205 2.5475 -1.9902
H 1.8077 2.0363 1.4562
H 3.8225 3.3452 0.9217
H 1.5934 5.6365 -1.9296
H -0.4304 4.3578 -1.3945
H 0.3399 3.4731 2.7939
H 0.0236 3.1112 5.2023
H -3.0285 0.2214 4.3912
H -2.7270 0.5636 1.9804

Cartesian forces (eV/Å) of the 2 atoms listed first:
0.400 0.295 0.333
0.018 0.009 -0.017